50
Properties=species:S:1:pos:R:3 method="wB97M-V/def2-TZVPD" smiles="Cn1ccnc1SCCNC(=O)CCc1nnc(CCc2ccccc2)o1" lumo_ev=0.57 orbital_gap_ev=8.86 de_lowest_kj_mol=61.5 e_tot_ha=-1560.294823 spin_multiplicity=1 total_charge=0
H -0.7832 -4.7488 -0.3298
H -1.5350 -0.9695 3.0288
H 2.4703 -0.2410 -1.7316
C 1.0986 0.3277 1.0932
C -3.7588 0.3670 -1.5296
C -3.2853 2.2202 -0.0401
H -0.8561 3.4368 2.0708
C -1.3941 -1.4918 2.1034
H -3.2570 3.4377 1.7171
C -2.7099 2.5782 1.3282
S -2.2409 -2.0165 -1.6123
H -2.5715 -0.3465 -3.1974
H -4.0583 1.2042 -2.1669
N -3.5014 0.9050 -0.2175
H 0.0685 -3.1350 2.4343
H 5.9980 2.1306 -2.1599
H 5.4003 -0.1977 1.3662
H 3.8446 1.3196 -3.0525
C 5.0564 0.1363 0.3966
C 3.8435 -0.3266 -0.0984
H -2.8020 1.7437 2.0228
N -2.0742 -1.1198 0.9882
H 0.8002 -4.1482 0.2134
H 2.3090 -1.8018 0.0867
H 2.8090 0.2367 2.3071
H -4.5764 -0.3589 -1.4775
O 0.5316 1.3778 1.7285
H -3.0909 0.2315 0.4391
C 2.1698 -0.4549 1.7526
H 1.7052 -1.1322 2.4754
C -0.3781 1.8220 0.8286
C 5.8298 1.0148 -0.3409
N -0.3567 1.1079 -0.2464
O -3.5359 3.0727 -0.8694
N 0.5821 0.1493 -0.0762
C -2.5047 -0.2788 -2.1122
C -1.2369 2.9841 1.1537
C 3.4171 0.1060 -1.3467
H 3.6287 -1.9551 1.2690
H 0.0553 -3.5084 -1.2751
H -1.6171 0.2833 -1.8213
C -0.1377 -3.8696 -0.2646
H 6.7723 1.3649 0.0547
C -1.6760 -1.9324 0.0350
C 5.3959 1.4437 -1.5837
C 4.1884 0.9875 -2.0840
C 2.9927 -1.2492 0.7307
C -0.5908 -2.5563 1.8205
N -0.7698 -2.8302 0.4933
H -1.1787 3.7094 0.3390



20
Properties=species:S:1:pos:R:3 method="wB97M-V/def2-TZVPD" smiles=CSC1(SC)C[C@@H]1C lumo_ev=0.83 orbital_gap_ev=9.14 de_lowest_kj_mol=92.1 e_tot_ha=-1032.154210 spin_multiplicity=1 total_charge=0
S 1.8371 -0.1643 -1.1090
H -1.5079 -0.5529 1.7194
C -0.0557 2.4070 0.2016
H 3.4575 -0.2574 0.6224
H 2.0888 0.8288 1.0861
C 2.3643 -0.1037 0.6182
H 0.0908 -1.9112 0.3518
H -2.3596 -1.8717 0.9057
H -0.2472 1.9197 1.1745
H -0.0958 -2.0010 -2.1474
H -0.5478 3.3892 0.2242
C 0.0463 -0.1240 -0.9593
C -0.7020 -1.2707 -1.6013
C -0.5999 -1.2113 -0.1260
H 1.0070 2.5651 0.0732
H -1.6507 -0.9981 -2.0708
S -0.7583 1.4651 -1.1719
H 1.9215 -0.8968 1.1867
H -2.4837 -0.2580 0.2798
C -1.8049 -0.9539 0.7420



5
Properties=species:S:1:pos:R:3 method="wB97M-V/def2-TZVPD" lumo_ev=-0.80 orbital_gap_ev=9.75 de_lowest_kj_mol=195.3 e_tot_ha=-490.916787 spin_multiplicity=1 total_charge=0
N 0.3135 -0.7158 0.7093
H 0.5481 -1.7493 0.6407
F -0.6134 0.0740 -1.8543
C -0.0390 0.2157 0.0533
I -0.2092 2.1754 0.4510



141
Properties=species:S:1:pos:R:3 method="wB97M-V/def2-TZVPD" lumo_ev=2.27 orbital_gap_ev=9.26 e_tot_ha=-2994.513162 spin_multiplicity=1 total_charge=-1
N 1.0106 0.3307 7.2432
O -0.3026 8.0240 1.6965
H -0.9515 9.8003 2.3007
C 0.1319 -1.8510 6.6591
H 1.3123 0.6983 6.3429
O 0.0103 -0.4990 1.3775
C -0.8499 0.0326 -6.8509
C -1.0017 6.9312 -4.9823
H 1.9680 -2.2393 0.1030
H -1.9837 -1.0739 8.2905
H 1.4872 1.9036 -6.8418
C 2.8596 -3.4739 3.7190
H 0.5368 4.8332 -2.9584
H 1.3279 0.9053 -5.5489
O -0.3355 2.1132 -2.2075
O 0.0966 -0.0581 -7.9019
H -3.0055 2.3117 8.5336
C -2.8146 1.2592 8.3334
C -0.7441 -3.9606 0.0236
H 4.4807 -3.0450 0.1133
C -0.6405 1.2414 -1.4611
O -1.5015 0.8771 8.6808
H 3.4394 -2.8688 -2.5494
O 2.6492 -0.5955 -0.9934
H 1.0788 -2.5037 -4.3976
H 6.7662 -5.1709 1.9708
H -5.7731 -5.0755 0.3105
O -0.8144 1.2714 -0.1586
C 2.8737 -4.4354 -1.2296
H -1.8707 -0.1176 -7.2171
C 2.2449 -1.9696 -0.9185
H -1.6891 7.5503 -4.3989
H 3.9507 -0.6924 -2.6777
H -1.2958 6.3214 2.4757
H 0.1537 -2.0916 -8.4188
H -0.4660 4.8840 -5.0343
H 1.2345 6.1708 0.8196
H -4.3841 -6.0944 0.3286
H 1.3773 9.1914 -5.2522
H 6.6326 -6.3590 0.9131
C 3.2723 -2.9775 -1.4768
H 1.9352 -4.6307 -1.7580
C -0.0144 -1.0905 -8.8268
C -1.0958 -0.4364 8.2929
H -1.5239 6.6476 -5.9038
C 4.0911 -6.9054 1.0611
H 1.9736 -2.8615 3.5474
H -3.0004 -2.9816 -0.6799
H -0.9578 2.1456 -4.3720
N 0.0114 5.6879 -3.0985
H -3.5479 0.6928 8.9130
H 0.6919 1.2049 7.6798
H -0.1874 4.1019 0.5684
H -2.2715 8.7233 1.7254
H 1.2816 -1.9439 -1.4508
C 4.8217 -5.7429 1.6952
H -6.8337 -1.8825 3.1645
C -2.1906 5.0250 -3.8186
H 2.2508 5.5662 2.8311
B -1.0534 -0.0716 0.4033
O -0.7335 -0.7144 -2.9461
H 0.9533 -1.8238 5.9506
C -0.6776 1.4283 -6.2464
N 6.2548 -6.0302 1.7931
O -2.7691 -0.6631 3.3498
H -0.4776 -0.7892 9.1260
H 0.5014 -2.3249 7.5751
H 4.6651 -1.6802 -0.6808
H -2.9597 5.1042 -4.6006
O 0.1255 -1.3075 3.4508
H 2.2416 -0.2668 -3.0318
H -2.9515 1.1107 7.2596
H 3.2919 0.8478 -2.2007
C -3.2431 -3.9276 -0.1921
H -4.5721 -0.2533 3.7459
C -2.0121 -4.7934 0.0764
O -2.2534 -0.0078 1.2709
H -0.8463 -3.0719 0.6534
C 0.8060 1.7626 -5.9901
N -1.8493 -5.9080 -0.9029
O -4.2944 -4.4620 -0.9762
N -1.4144 1.4773 -4.9851
H -0.7216 -2.4393 6.3254
H 3.6526 -2.7190 3.5819
H -2.3123 4.0297 -3.3967
C 0.3639 4.3657 1.4709
H -0.1173 9.1768 -4.3441
H 1.3247 3.8453 1.4844
C 0.3527 8.8347 -5.2764
H -1.2106 0.6165 -4.4792
C -5.0062 -5.5015 -0.3534
H 3.6180 -5.1079 -1.6467
O -5.5163 -0.2853 3.5003
C 3.0479 -0.2156 -2.2898
H -5.9104 -2.0300 4.5690
H -0.8463 -0.0078 6.2134
H -5.0802 -2.2487 3.0093
H 4.0558 -6.1902 3.5634
H 4.6770 -4.8137 1.1197
H -2.7467 -6.3890 -0.8405
H 3.1030 -6.5599 0.7535
H -3.6226 -3.5282 0.7595
H -1.1844 -6.5675 -0.5107
C 0.6316 5.8517 1.6795
H 2.6034 -4.5685 -0.1805
C -0.8699 -0.2585 -1.8460
H -2.6186 5.6830 -3.0508
H -0.6385 -0.7560 -6.1187
H 0.6044 -0.8406 -9.6896
C -0.6623 6.6310 1.6402
H -0.4432 -3.5709 -0.9516
H -0.2532 9.2845 -6.0685
N 4.5655 -2.6796 -0.8358
H 1.6320 6.9839 3.0506
H -0.1535 -2.5482 -3.4971
H -1.5524 8.4576 3.3213
H -1.0955 2.1792 -6.9211
N 1.3415 6.0118 2.9491
C -0.4939 -0.8181 2.5477
H 0.1792 -4.4667 0.3217
H 5.0027 -4.7289 3.6751
H -1.0206 -1.0951 -9.2841
O 0.4086 -3.1065 -4.0606
H -1.1836 6.4125 0.7062
C -0.2550 -0.3965 7.0505
H -0.2050 3.9065 2.2851
O -1.1527 -0.9365 -0.7552
H 4.5622 -7.2573 0.1418
C 4.2841 -5.2464 3.0385
O 3.0359 -4.6015 2.9165
O 0.2675 7.4229 -5.3072
C -5.8321 -1.6607 3.5366
C -0.8787 5.5601 -4.2747
H 3.9775 -7.7803 1.7028
H -2.0862 -5.2768 1.0584
H 0.6779 6.4409 -3.2136
C -1.3438 8.7846 2.2998
H -5.4933 -6.1414 -1.0857
H 0.9870 2.6816 -5.4292
C -1.9977 -0.5433 2.4189
H 2.9105 -3.7325 4.7848



39
Properties=species:S:1:pos:R:3 method="wB97M-V/def2-TZVPD" lumo_ev=-2.31 orbital_gap_ev=11.44 de_lowest_kj_mol=31.1 e_tot_ha=-787.338664 spin_multiplicity=1 total_charge=+1
H -1.3897 2.7169 -3.9701
H -0.0295 1.9110 1.4946
H -1.9552 2.0941 2.4952
H 3.9784 -2.2335 -2.1569
H 2.3953 0.4031 -3.8879
H -2.9800 0.9226 0.5320
H -1.1122 0.6160 -3.4891
H 1.7814 -2.0202 -0.3166
H 1.3577 0.5367 -0.8779
C 0.2612 1.0240 0.9399
O -0.2549 -2.2776 3.3660
H 0.9519 -0.1386 -3.5967
H -0.6947 -0.7597 0.2156
C -2.2666 1.0522 2.5402
N 0.9236 0.0730 1.9079
C -2.2976 0.3643 1.1749
H 1.8002 -3.2798 0.5388
H 1.0940 2.2674 -0.7004
O 3.2531 -1.8604 -1.6447
O -1.3062 0.3984 3.3841
H 2.2243 1.5673 0.3766
H -1.2331 -0.7261 -4.1887
H 1.6852 0.5294 2.4139
O -1.8315 2.2765 -3.2481
C -0.9482 0.2978 0.3572
C 1.2912 1.3467 -0.1553
H -1.2017 0.5991 -0.6554
H 0.1882 -3.0853 3.6657
H -2.2304 3.0150 -2.7898
H 2.8623 -1.0947 -2.1110
O 1.4557 -2.3780 0.5143
O -0.8162 -0.3071 -3.4349
H 1.3584 -0.6423 1.3148
H 0.1914 -0.2672 2.5535
H -2.6660 -0.6456 1.3456
H -0.8237 -2.6668 2.6928
H -1.6779 -0.3903 3.8155
O 1.9166 -0.2765 -3.4125
H -3.2549 1.0382 2.9973



20
Properties=species:S:1:pos:R:3 method="wB97M-V/def2-TZVPD" smiles=CSCCCN.O lumo_ev=0.79 orbital_gap_ev=9.05 de_lowest_kj_mol=87.5 e_tot_ha=-688.355388 spin_multiplicity=1 total_charge=0
C -0.2599 -0.8537 0.6042
H 2.8984 -1.6658 0.2910
H 0.3825 -2.6785 -0.2413
H 0.9220 -2.4508 1.4225
C -2.5113 1.4409 0.7150
C 0.8068 -1.9517 0.4672
H -0.1987 0.5922 -1.0208
H 2.1199 -1.7260 -1.1189
O 1.8991 2.7341 -0.7020
H -1.6026 2.0301 0.5849
N 2.0164 -1.4407 -0.1602
H -2.3865 0.9159 1.6532
C -0.8181 -0.2572 -0.7281
H -1.0764 -1.1904 1.2443
H -0.6436 -1.0488 -1.4601
H 0.2188 0.0062 1.0863
H 1.3948 2.3856 -1.4600
H -3.4100 2.0167 0.5719
H 2.7543 2.9299 -1.0854
S -2.5058 0.2121 -0.6636



84
Properties=species:S:1:pos:R:3 method="wB97M-V/def2-TZVPD" lumo_ev="-0.21 / -1.32" orbital_gap_ev="5.81 / 5.95" s_squared=2.015 de_lowest_kj_mol=558.2 e_tot_ha=-2564.512561 spin_multiplicity=3 total_charge=0
H -0.4194 0.4582 -5.8047
C -1.1642 3.0138 -1.0723
H -0.3612 3.9760 2.1446
H -2.7925 -0.4448 -0.0412
C -1.1489 -4.7720 -4.5017
C 3.2325 -4.4701 0.7791
H 1.4679 -6.4401 2.7619
C 4.4752 1.1682 2.7349
C 1.7528 0.0879 -5.2108
H -2.0202 -0.8313 -1.5895
H -3.4776 1.7229 0.8728
H -2.8472 -4.9968 -3.0222
H 3.3098 2.9415 1.9295
N 3.0078 -0.3077 1.8988
C 4.2203 -0.1781 2.6072
H 1.6449 1.0256 0.9460
H 0.0232 -3.8558 5.1703
C -0.2529 0.4461 0.4386
H 4.3101 -4.7090 -1.0763
C 2.5736 0.9601 1.5049
H 4.4020 -6.1257 -0.0209
H -1.4079 -3.2940 -1.5634
H -2.3173 -2.1211 -0.4308
C 0.0009 -3.9661 -4.4038
N -0.0049 -3.2925 -3.1837
N 1.1880 -0.8269 -3.2241
N 2.0716 -2.2575 3.1229
C -0.0072 -0.4247 -3.8548
C -0.7131 -0.6483 0.0456
C 0.1339 -5.3855 -0.1546
H 0.9462 3.5970 1.0246
H 2.3425 -6.9844 -0.7311
H 3.5898 -0.6006 -0.5324
C 1.2305 -5.1704 -1.0260
H 3.4549 -1.9505 -2.5612
H 0.6401 2.5370 2.4107
C 2.1516 -4.8762 1.5673
H -0.9463 -0.5789 -3.3422
H 3.9713 -3.8126 1.2599
H 2.9762 -3.4123 -1.6564
H 0.9231 -4.9181 -2.0272
H 2.2476 -7.0390 1.2829
H 4.7427 -1.0616 2.9689
H 4.3385 -2.1859 -0.1110
C 2.1721 -3.2130 5.1721
Si -1.0117 2.1550 0.6162
H 2.3219 0.4357 -6.0633
C -1.1843 -3.6514 -2.5521
H 5.2920 1.6148 3.2829
Pd 1.1021 -3.5658 0.3519
H -3.0496 3.3910 1.1845
H 3.2756 -0.5646 -3.6979
H 2.5733 -3.5704 6.1004
H -0.0723 -2.5582 2.8069
H -1.6953 2.3794 -1.7990
C -1.9104 -4.5503 -3.3261
P 2.4029 -1.7105 1.1466
C -2.0022 -1.0751 -0.5147
C 1.5913 -6.2601 1.6873
C 2.5200 -5.9624 -1.0925
C 0.1921 -6.2865 1.0268
H 3.9350 -2.2251 4.1783
C -2.7165 2.3560 1.3371
C 0.3041 0.1086 -5.0785
C 2.9030 -2.5357 4.1898
H -0.8697 -5.1343 -0.4883
C 2.2595 -0.4501 -4.0482
C 2.8528 -2.3184 -1.7215
C 0.8358 -3.3262 4.7082
C 0.1642 3.1563 1.6488
H 1.9138 -4.3206 2.4643
H -0.0732 -7.2866 0.6481
H -1.4059 -5.4260 -5.3272
P 1.0532 -1.9647 -1.9826
C 0.7845 -2.6828 3.4681
C 3.7270 -5.3113 -0.3612
H -1.7347 3.9496 -0.9383
H 0.8232 -3.8369 -5.1061
H 2.7823 -6.0969 -2.1549
H -0.1693 3.2628 -1.4712
C 3.4022 -1.6745 -0.4062
H -0.5801 -5.9941 1.7688
C 3.4381 1.8815 2.0379
H -2.7477 2.1707 2.4136



86
Properties=species:S:1:pos:R:3 method="wB97M-V/def2-TZVPD" lumo_ev=-3.19 orbital_gap_ev=8.78 de_lowest_kj_mol=613.5 e_tot_ha=-5282.342378 spin_multiplicity=1 total_charge=+1
H 4.2774 -3.6693 0.4649
O 3.8057 -3.2144 2.4729
H 4.3595 0.5412 2.9305
C 3.4873 -3.0591 1.0642
B 2.6334 2.9019 3.3102
H -2.4555 2.1928 0.3571
H -1.2244 1.2857 1.3930
Cl -7.7621 2.2116 -7.7799
C 0.1584 -6.5535 7.2556
H 1.7294 -2.9127 3.0935
C -0.8128 5.5501 -2.9670
H 1.8976 0.9610 3.1074
C -1.5140 0.5186 -0.7958
Cl -1.4784 -5.8775 7.0615
H 1.2099 6.1807 -2.6095
H -1.9399 0.1506 3.2993
H -1.3087 6.1900 -2.2342
H 2.2784 2.0865 0.4562
Cl 0.8390 3.1061 -6.0369
C 3.6122 0.7963 2.0884
C -1.4597 2.7311 -7.4842
H 0.6354 -6.5122 6.2742
H 1.0853 4.5372 -3.2502
H 0.7160 -5.9026 7.9322
H -1.5194 -0.6289 -0.8429
H 0.5086 3.7581 2.8695
C -0.0603 1.1297 -1.2492
H 0.6420 2.3356 1.1999
H -5.0290 1.4247 -7.2007
C 0.1308 -7.9852 7.7541
C 1.3957 0.0938 0.7983
H -4.9411 -0.1759 -7.9471
H -0.0701 1.1574 -2.4135
H -2.2554 0.8873 -1.6050
F 3.2040 -6.0277 2.7327
H 2.9474 -3.4411 4.3745
H -7.1801 0.0773 -7.0071
H -1.5357 3.8184 -7.5492
C 0.1707 -1.8765 1.0095
C 2.8218 -0.4568 1.3839
H 0.0527 1.2021 -7.1922
H 2.4778 -1.0314 2.3241
C -3.1866 0.2069 1.3191
H -4.1341 0.8135 1.6015
C -0.0179 2.2778 -7.3632
H 0.0019 2.2336 -0.9200
C 2.1507 -5.1058 3.0359
C 3.6754 -1.5201 0.5301
H -7.3336 0.1112 -8.7687
C -2.0485 1.1302 0.6064
H 1.6243 4.9471 3.7344
Cl -1.7734 4.0603 -3.1407
C -6.9269 0.6431 -7.9066
H 0.5228 2.5124 -8.2829
F 1.5112 -5.5177 4.2710
C 2.6576 -3.5975 3.2612
H 1.1392 -8.4049 7.7317
C 0.6226 5.2604 -2.5760
H 3.7911 3.4775 4.8199
Cl -4.9249 1.5273 -9.5570
Cl -2.4520 2.1886 -6.1078
H 2.1537 0.7318 -1.2132
H -0.8377 6.0578 -3.9337
C 1.5642 1.6615 1.2612
N 0.3970 -0.7344 1.5951
H 4.8156 -1.3138 0.6033
H -3.4483 -0.6475 0.5729
H 3.4215 -1.5184 -0.6060
C 1.1914 0.2256 -0.7927
H -3.6137 -0.7705 3.3275
H -0.5131 -8.6140 7.1364
N 2.4090 1.6378 2.5028
H -2.1688 -1.4869 2.4028
Cl 0.7499 4.6279 -0.9140
C -5.4223 0.8029 -8.0071
H -1.9080 2.3048 -8.3846
Cl -0.4366 -8.0993 9.4390
H 4.2652 1.3840 1.3250
O 3.9065 3.3418 3.8378
H 2.4516 -3.4544 0.7580
F 1.0993 -5.1462 2.0407
H 0.8333 3.5251 4.6739
C -2.6774 -0.4916 2.6969
C 1.3303 3.8346 3.6662
O -0.1455 -2.7932 0.2022
H 1.1542 -0.8103 -1.3213



44
Properties=species:S:1:pos:R:3 method="wB97M-V/def2-TZVPD" lumo_ev=0.76 orbital_gap_ev=5.99 e_tot_ha=-2004.338958 spin_multiplicity=1 total_charge=-1
C 3.7558 -0.4335 1.5830
H 7.2198 -2.2731 1.2589
C -3.0483 2.8260 1.0099
B 3.8242 -2.1730 0.0161
C 5.0668 -1.2082 1.8477
O -4.9481 3.3497 -0.9811
C -5.8113 0.7486 -4.1316
H -6.0546 2.5951 -3.0563
C -5.1593 -0.4797 -4.1720
C -4.3725 2.2809 -1.0124
H -5.3519 -1.1686 -4.9844
H 5.1113 -1.6175 2.8647
H -1.8748 3.2133 2.7572
C -1.5291 1.2384 1.9938
C -4.2641 -0.8247 -3.1742
H 3.8790 0.6482 1.6944
O 5.0666 -2.2680 0.9018
C -3.0488 -0.3406 -1.0606
P 2.4755 -0.9070 2.8460
O -2.5319 -1.4358 -1.0752
H 4.0888 -2.3196 -1.1632
C -1.8401 0.3194 1.0054
H -1.3704 -0.6545 1.0043
C -3.3693 1.9063 0.0194
O 1.1537 -0.5633 1.9438
H -3.7519 -1.7770 -3.1907
C -2.1282 2.4929 1.9902
H -0.8119 0.9726 2.7581
O 2.5395 -2.5442 2.9290
H 5.6404 -0.2313 -0.4596
P 6.5610 -0.2667 1.4685
O 3.3946 -0.7511 0.2656
C -4.6519 1.2977 -2.1009
H 3.2291 -2.9336 2.3681
C -5.5585 1.6351 -3.0992
H -3.5231 3.7976 1.0005
H -6.5151 1.0142 -4.9099
H 1.3844 -0.6077 0.9952
H 2.9977 -2.9766 0.4457
O 6.9552 0.7787 2.4203
O 6.2678 0.3411 0.0192
O 7.6672 -1.4107 1.2866
C -2.7534 0.6499 0.0115
C -4.0100 0.0604 -2.1335